No. 1
Molecular formula: C36H62N2O15PS6
Method: DFT, the ωB97M-V functional and the def2-TZVPD basis

```
122
Properties=species:S:1:pos:R:3:forces:R:3
C -1.957309 4.022835 3.188694 1.11 0.64 -0.47
O -2.111512 2.974426 4.218179 -1.32 0.64 -1.22
C -3.321932 2.163267 3.997947 -0.99 -0.09 -1.08
C -2.977963 0.609193 3.483890 -0.59 1.65 -0.66
C -3.306381 0.633569 1.845992 -1.08 -0.31 0.83
C -3.304471 -0.853651 1.156931 -0.54 0.28 0.74
C -1.828304 -1.422170 0.727766 -0.33 -0.44 -1.19
C -0.781518 -0.292870 0.166041 4.23 1.54 0.39
C -1.121826 0.869094 -0.958536 3.20 1.32 0.57
C -2.638867 0.931763 -1.658920 -5.91 0.39 -2.30
O -3.152367 -0.192929 -2.217446 3.63 4.89 3.13
O -3.491017 2.142257 -1.664179 5.43 -5.82 0.86
C 0.038304 1.989768 -1.401596 0.02 -2.18 1.90
P -0.468197 3.316505 -2.679840 -1.65 -0.48 0.04
C 0.459353 2.870041 -4.289686 1.76 -0.54 0.14
C 0.137808 4.999062 -2.009432 2.05 1.23 -0.12
C 1.557513 2.038430 -0.786584 -0.60 -1.10 0.68
N 2.654215 3.041299 -1.101358 -2.09 -6.12 3.83
S 3.957443 2.392650 -0.083185 -3.28 -1.41 -0.12
N 3.343523 0.974895 0.795373 -4.71 2.14 -3.81
C 1.890975 0.834837 0.297846 1.40 1.26 -0.30
C 0.774145 -0.311815 0.780188 -1.75 1.31 -1.98
C 1.319017 -1.420543 1.871712 1.17 1.34 -0.44
O 1.110292 -2.835682 1.417700 -1.44 3.96 -2.33
O 1.440063 -3.603349 2.450830 0.08 -3.67 3.66
H -1.136842 4.805736 3.559639 -1.75 -1.89 -0.57
H -2.929543 4.646032 2.978493 1.65 -1.43 0.48
H -1.540289 3.562666 2.176180 -1.06 0.89 2.01
H -3.924918 2.708783 3.123859 1.10 -1.36 1.85
H -4.073843 2.166250 4.923091 2.07 0.08 -1.68
H -1.854116 0.375214 3.719669 -2.20 0.32 -0.38
H -3.742844 -0.087301 4.032563 1.70 1.03 -1.17
H -4.431280 1.027587 1.778730 2.44 -0.86 0.08
H -2.655234 1.438704 1.301106 -1.09 -1.71 0.95
H -3.735190 -1.603249 1.979714 0.93 1.54 -1.72
H -4.101707 -0.843927 0.286795 2.09 -0.05 1.47
H -1.386912 -2.094696 1.600843 -0.55 1.89 -1.82
H -2.013101 -2.181177 -0.174590 0.47 1.71 1.83
H 0.057067 3.493815 -5.199174 0.81 -1.14 1.93
H 0.330386 1.711766 -4.499822 0.05 2.49 0.51
H 1.617018 3.027421 -4.091748 -2.16 -0.22 -0.86
H 1.288696 5.084935 -2.289691 -2.19 0.09 0.88
H -0.384311 5.934693 -2.518961 0.78 -2.29 0.87
H 0.014094 5.142325 -0.849766 0.21 -0.62 -2.29
H 2.504402 -1.304508 1.942024 -2.53 0.01 -0.17
H 0.909272 -1.234628 2.954727 0.35 -0.63 -2.15
H 0.660500 -4.223147 2.672794 1.28 1.69 -0.82
C 6.220947 -0.012236 5.823930 -0.09 -0.09 0.25
C 5.360857 -0.587061 4.699466 -0.02 -0.31 0.04
C 4.930576 0.578020 3.809796 -0.46 -0.47 -0.15
S 6.206755 1.819182 3.959925 -0.02 0.15 -0.45
O 5.641719 2.984990 4.606270 0.34 -0.20 -0.32
O 6.939678 1.902894 2.712420 -0.25 0.32 0.48
C 7.198745 0.938952 5.150206 0.36 -0.23 0.45
H 6.742133 -0.797845 6.378736 -0.06 0.12 -0.04
H 5.587277 0.538118 6.529631 0.12 -0.04 -0.07
H 5.954849 -1.298897 4.113463 -0.07 0.09 0.08
H 4.492726 -1.127336 5.089785 0.13 0.08 -0.10
H 4.841034 0.273772 2.763883 -0.06 0.33 0.12
H 3.989269 1.016642 4.152173 0.20 0.07 -0.12
H 7.661266 1.642473 5.844550 -0.05 0.05 -0.22
H 7.969202 0.388555 4.602022 -0.11 0.13 0.01
C 3.216393 -2.927707 -3.293183 -0.08 -0.17 -0.11
C 4.453357 -2.444476 -4.048832 0.30 -0.29 0.04
C 4.082779 -1.136868 -4.746615 0.53 -0.19 -0.47
S 2.794184 -0.391272 -3.759059 -0.13 0.35 0.41
O 1.573284 -0.367428 -4.536857 0.41 0.20 0.17
O 3.319062 0.789700 -3.103118 -0.36 -0.27 -0.48
C 2.676075 -1.707115 -2.563140 -0.14 -0.43 0.37
H 3.455689 -3.738173 -2.598553 -0.07 0.10 -0.07
H 2.470342 -3.300362 -4.005205 0.05 0.04 0.12
H 5.268360 -2.264758 -3.337207 -0.11 -0.01 -0.10
H 4.804855 -3.190266 -4.768654 -0.04 0.20 0.10
H 4.935818 -0.456076 -4.804626 -0.28 0.03 -0.02
H 3.681204 -1.317199 -5.747559 -0.04 0.11 0.18
H 1.641077 -1.824486 -2.237585 0.06 0.25 -0.03
H 3.311459 -1.443927 -1.712221 -0.11 0.08 -0.10
C 7.641805 -7.412736 -5.069951 -0.08 -0.26 -0.08
C 8.878770 -6.929506 -5.825601 0.30 -0.22 0.06
C 8.508191 -5.621897 -6.523383 0.53 -0.19 -0.47
S 7.219595 -4.876301 -5.535827 0.01 0.46 0.28
O 5.998696 -4.852457 -6.313625 0.35 0.21 0.25
O 7.744474 -3.695329 -4.879886 -0.46 -0.30 -0.43
C 7.101487 -6.192145 -4.339909 -0.09 -0.42 0.38
H 7.881101 -8.223202 -4.375321 -0.06 0.11 -0.10
H 6.895753 -7.785391 -5.781974 0.06 0.04 0.13
H 9.693771 -6.749787 -5.113976 -0.12 -0.02 -0.09
H 9.230267 -7.675296 -6.545423 -0.03 0.14 0.11
H 9.361230 -4.941104 -6.581395 -0.30 0.04 -0.02
H 8.106617 -5.802228 -7.524327 -0.05 0.13 0.19
H 6.066489 -6.309515 -4.014354 0.09 0.21 -0.07
H 7.736871 -5.928955 -3.488989 -0.11 0.06 -0.13
C -5.987653 3.468979 -2.701679 0.07 -0.12 0.14
C -7.127980 2.632486 -3.280068 0.14 -0.22 -0.02
C -8.261086 3.590667 -3.643426 -0.53 -0.59 0.04
S -7.490142 5.160046 -4.009968 0.60 -0.11 -0.14
O -7.903883 6.121310 -3.009506 -0.19 0.11 -0.39
O -7.598365 5.424205 -5.430869 -0.33 0.35 0.26
C -5.821839 4.649734 -3.646704 0.33 -0.13 0.15
H -5.063175 2.890648 -2.615059 -0.05 0.05 0.14
H -6.260570 3.824283 -1.700822 0.08 -0.01 -0.11
H -6.779358 2.114607 -4.181843 -0.03 0.06 0.14
H -7.468072 1.868607 -2.573864 0.07 0.11 -0.13
H -8.815059 3.244648 -4.519727 -0.01 0.29 0.11
H -8.945910 3.737403 -2.803691 0.11 0.13 -0.14
H -5.265250 5.478290 -3.205471 -0.17 0.00 -0.13
H -5.354715 4.339621 -4.586210 -0.11 0.09 0.09
C -8.595502 -1.108921 6.189558 -0.10 -0.26 -0.01
C -7.582157 -0.890139 7.311996 -0.14 -0.07 0.33
C -6.281762 -0.411066 6.668933 0.31 -0.29 0.61
S -6.748897 0.428951 5.163007 0.13 0.50 -0.37
O -6.238367 -0.325214 4.037518 -0.14 0.43 0.39
O -6.510779 1.850312 5.316256 0.02 -0.62 -0.27
C -8.498904 0.122243 5.300933 -0.58 -0.13 0.00
H -9.608871 -1.245522 6.578212 0.13 0.01 -0.08
H -8.327212 -2.006065 5.618951 -0.07 0.13 0.03
H -7.958754 -0.122406 7.998797 0.05 -0.10 -0.10
H -7.421477 -1.802025 7.895558 -0.01 0.16 -0.07
H -5.742915 0.282407 7.319516 0.02 -0.05 -0.30
H -5.634321 -1.250775 6.401763 -0.07 0.20 -0.10
H -8.931238 -0.027994 4.310227 0.21 0.14 0.04
H -8.954166 0.992540 5.782978 0.13 -0.06 -0.10
```
Positions in Å, forces in eV/Å.

Computed properties:
E_HOMO: -4.50 eV
total charge: -1
molar mass: 986.27 g mol⁻¹

***

No. 2
Molecular formula: C36H62N5O10PS2V
Method: DFT, the ωB97M-V functional and the def2-TZVPD basis

```
117
Properties=species:S:1:pos:R:3:forces:R:3
V 14.661916 14.590268 11.139582 0.75 -0.03 0.72
O 12.211873 15.471574 7.028073 0.71 0.19 -0.20
C 12.912501 15.430672 8.160259 1.16 -0.20 -0.36
O 14.130193 15.430076 8.230928 -1.33 0.01 -0.03
C 12.006055 15.355278 9.310684 0.59 0.06 1.92
C 10.692023 15.761212 9.228234 -0.17 -0.48 1.64
C 9.907483 15.621056 10.392723 0.06 -0.10 -0.08
C 10.485658 15.049710 11.530072 -2.22 0.19 -0.39
C 11.805326 14.691863 11.512866 -0.71 0.38 0.39
N 12.582082 14.928401 10.486021 0.23 -0.42 -1.94
C 12.391924 14.096645 12.741559 0.12 -0.67 1.64
O 11.707714 13.532353 13.596155 0.48 0.67 -1.20
O 13.673719 14.268097 12.820914 0.36 0.09 -0.43
H 12.878633 15.484437 6.322505 -0.19 0.04 -0.24
H 10.286075 16.170475 8.335546 -0.15 0.10 -0.59
H 8.844090 15.913707 10.371427 0.71 -0.14 0.12
H 9.884298 14.810857 12.417264 0.38 0.25 -0.38
C 12.289088 9.787662 14.612165 -0.31 -0.43 0.99
C 13.746533 9.876334 14.226620 1.21 0.45 -0.69
C 13.775055 11.030026 13.192206 -0.31 0.16 -0.44
S 15.330633 11.717420 12.597748 0.69 -0.25 -0.15
O 14.978198 12.530762 11.322749 -0.25 -0.75 0.25
C 16.140699 10.179052 11.966166 -1.53 0.06 0.08
C 15.310218 9.433344 10.902388 0.83 -0.16 -0.10
C 16.278822 8.715641 9.951519 0.78 1.49 0.14
H 12.213144 9.284881 15.593487 -0.27 0.20 -0.46
H 11.776283 9.164221 13.867997 -0.17 0.32 0.22
H 11.828406 10.793669 14.685123 0.11 -0.67 -0.02
H 14.082260 8.925427 13.803155 0.00 0.08 -0.06
H 14.450153 10.082229 15.072973 -0.76 0.11 -0.54
H 13.324701 11.854202 13.758399 0.05 0.19 -0.66
H 13.199322 10.855037 12.236040 0.29 -0.04 1.07
H 16.346440 9.578178 12.844874 -0.09 -0.08 0.33
H 17.091405 10.468018 11.576749 0.63 0.50 -0.37
H 14.780941 10.178300 10.348416 -0.65 0.49 -0.40
H 14.597073 8.716593 11.313845 0.09 0.24 0.29
H 16.886438 9.483597 9.418436 -0.20 -0.36 0.49
H 15.848629 8.159249 9.142171 -0.55 -0.66 -0.01
H 16.959946 8.138621 10.567871 0.15 -0.50 -0.30
N 19.868722 16.031863 10.200216 -0.91 -0.51 1.08
C 19.802231 15.216461 9.121659 0.10 0.37 -1.08
O 20.687820 15.154844 8.276505 -0.85 -0.29 0.79
C 18.479494 14.508815 8.944374 -0.46 -0.18 0.03
C 18.322256 13.580448 7.942996 -0.49 -0.53 0.00
C 17.094115 12.918048 7.840728 0.04 1.13 0.46
C 16.035410 13.275994 8.693354 0.35 -1.32 -1.40
N 16.192196 14.151621 9.667255 -0.18 0.55 0.14
C 17.367143 14.737040 9.751478 1.94 1.27 1.01
H 20.779714 16.371267 10.406574 0.60 0.36 0.19
H 19.246845 15.857406 11.005420 0.77 0.33 -0.78
H 19.144089 13.373401 7.274599 0.06 -0.08 -0.09
H 17.003309 12.224429 7.039655 -0.55 -0.56 -0.30
H 15.043641 12.847419 8.587170 0.10 -0.15 -0.03
H 17.526129 15.436069 10.571469 -0.55 -0.25 -0.38
C 15.436972 19.416110 11.700305 0.30 0.27 1.06
C 16.735020 18.793359 11.211951 1.45 1.62 -1.00
C 16.655800 18.500352 9.724606 0.10 0.47 -0.47
C 17.967683 19.653306 11.568514 -0.43 0.24 -0.53
O 17.060730 17.503812 11.763678 -0.71 -1.12 0.99
P 15.891602 16.565942 12.274235 0.65 0.38 0.80
O 14.747959 16.570236 11.232643 -0.02 -0.86 0.53
O 16.408485 15.142524 12.377492 -0.92 0.12 -0.20
O 15.407992 17.196194 13.633531 -0.95 -0.57 -1.61
C 15.884830 17.005400 14.971778 -0.12 0.72 0.61
C 17.337758 17.270347 14.953224 1.65 1.47 -1.42
C 15.523888 15.659899 15.506972 -0.51 -1.28 -0.53
C 15.206055 18.108966 15.760517 -2.25 -0.48 -0.50
H 15.334889 20.459513 11.371249 0.17 -0.41 -0.19
H 15.385446 19.431743 12.806861 0.08 0.03 -0.60
H 14.625772 18.814255 11.335507 -0.63 0.10 -0.13
H 16.508916 19.352677 9.060555 -0.19 0.27 0.36
H 15.837981 17.824579 9.609645 -0.68 -0.43 -0.44
H 17.534039 18.001327 9.343803 0.53 -0.20 0.19
H 18.003571 20.542056 10.890975 0.08 -0.66 0.66
H 18.869066 19.043087 11.452159 -0.10 0.22 -0.21
H 17.927910 19.972185 12.612547 -0.06 0.11 -0.09
H 17.838620 16.699347 14.168127 0.13 -0.43 0.39
H 17.843509 17.181482 15.889182 0.16 -0.47 0.72
H 17.536897 18.324659 14.634689 -0.34 -0.60 0.23
H 15.824337 14.828442 14.835764 0.24 0.55 0.44
H 14.439068 15.583323 15.534020 -0.18 -0.01 0.27
H 15.932130 15.516212 16.510837 -0.04 0.00 -0.17
H 15.559211 19.076779 15.399754 -0.15 0.00 0.34
H 15.412217 17.919725 16.799933 0.21 0.40 0.51
H 14.051195 18.035765 15.644744 1.94 0.19 0.08
C 8.539092 10.217013 7.982722 -0.67 0.62 -0.34
C 8.118601 10.958668 9.268907 -0.88 -2.09 -0.16
C 8.705172 10.355595 10.571581 -0.04 1.60 -0.92
C 9.758685 11.251091 11.206994 -0.62 1.15 -0.87
N 10.674170 11.937628 10.316929 0.89 0.30 -1.13
C 11.525981 11.385589 9.420171 0.07 -1.77 -0.34
S 12.158110 12.170424 8.064310 -0.11 0.20 0.55
N 11.779958 10.056605 9.607004 -0.54 0.68 0.74
C 12.539248 9.198144 8.738881 0.89 0.33 -1.29
C 12.586830 7.785139 9.256246 -1.02 -0.63 0.48
C 11.204051 7.133128 9.391666 -1.12 0.62 -0.21
C 10.503903 6.846112 8.041603 -1.15 0.64 0.55
H 8.004967 10.628606 7.097076 0.42 -0.14 0.57
H 8.343070 9.154019 7.978930 -0.42 -0.30 0.40
H 9.591927 10.290983 7.808662 0.79 0.32 -0.20
H 7.026666 10.874864 9.328934 0.13 0.18 0.02
H 8.344373 11.983142 9.156380 0.32 1.29 -0.01
H 9.112897 9.411796 10.337051 0.43 -1.27 -0.16
H 7.923173 10.231134 11.295389 -0.36 -0.23 0.45
H 10.325078 10.743406 11.921057 0.86 -0.95 1.46
H 9.282872 12.085391 11.707537 -0.27 -0.03 0.41
H 10.456572 12.874392 10.033086 -0.27 0.22 0.14
H 11.461857 9.627631 10.469878 -0.07 0.17 -0.28
H 13.565592 9.567499 8.699474 0.10 0.10 -0.14
H 12.193692 9.263088 7.676805 -0.13 -0.07 0.88
H 13.114686 7.750723 10.202837 -0.05 0.14 0.42
H 13.180360 7.152398 8.623633 0.38 -0.10 -0.67
H 10.532716 7.774174 10.002431 0.30 -0.15 -0.30
H 11.196795 6.213375 9.952720 0.61 -0.43 0.20
H 9.926311 7.697905 7.632360 0.42 -0.18 0.41
H 9.755263 6.037343 8.141590 0.57 0.24 -0.07
H 11.214862 6.615629 7.283441 0.61 -0.57 -0.60
```
Positions in Å, forces in eV/Å.

Computed properties:
E_HOMO (spin up / spin down): -10.68 / -10.68 eV
total charge: +1
molar mass: 870.97 g mol⁻¹
spin multiplicity: 3
relative energy (zero: lowest compared OMol25 entry of this formula, charge and spin): 1.107 eV

***

- Which value of total charge does entry 2 give?
  +1

***

- Which value of molar mass does entry 2 give?
  870.97 g mol⁻¹

***

- Which of these has the highest molar mass?
  C36H62N2O15PS6